Entry 1:
A molecular structure, C23H35OPb at a distorted geometry, computed with the ωB97M-V functional and the def2-TZVPD basis.

Calculated values
energy above the lowest of the compared OMol25 structures with the same formula, charge and spin: 1.588 eV
charge: +1
spin multiplicity: 1
frontier orbital gap: 0.2697 Eh
max |F|: 4.1 eV/A

Last column: natural (NBO) charge in e.
Geometry (Å):
C (-1.36072, -0.81870, 2.23521)  -0.14
C (-2.05879, -0.82529, 0.98671)  -0.15
C (-2.17488, 0.52928, 0.52777)  -0.12
C (-1.57400, 1.38045, 1.53482)  -0.12
C (-1.04032, 0.53612, 2.56132)  -0.16
Pb (0.38956, -0.01992, 0.45467)  1.40
C (1.53649, 1.70432, -1.76169)  -0.13
C (2.23467, 1.27074, -0.45825)  -0.23
H (2.95070, 0.44082, -0.59424)  0.24
C (2.05243, 1.84373, 0.77659)  -0.44
H (1.31197, 2.61750, 1.01049)  0.24
H (2.49751, 1.37580, 1.66487)  0.24
C (2.70654, 1.94511, -2.70723)  -0.59
H (3.17927, 0.97949, -2.94594)  0.22
H (2.36088, 2.43861, -3.62499)  0.23
H (3.43521, 2.57659, -2.18170)  0.22
C (0.74364, 2.99200, -1.50353)  -0.61
H (-0.13364, 2.81669, -0.85522)  0.22
H (1.40737, 3.71374, -1.00359)  0.23
H (0.39071, 3.41555, -2.45039)  0.23
C (-2.57587, -2.03675, 0.28050)  -0.63
H (-1.85647, -2.86404, 0.26748)  0.20
H (-3.48044, -2.38255, 0.79653)  0.24
H (-2.83165, -1.81054, -0.75751)  0.22
C (-2.72691, 0.96523, -0.79132)  -0.65
H (-2.55765, 0.22881, -1.58716)  0.22
H (-3.81021, 1.10560, -0.67501)  0.24
H (-2.29639, 1.91024, -1.14749)  0.21
C (-1.48354, 2.87047, 1.49994)  -0.64
H (-1.67627, 3.27537, 0.50052)  0.22
H (-2.25249, 3.26075, 2.17808)  0.24
H (-0.51517, 3.25585, 1.84474)  0.20
C (-0.27603, 1.00226, 3.76427)  -0.64
H (0.20229, 1.97219, 3.59141)  0.21
H (-0.96411, 1.11044, 4.61113)  0.24
H (0.51156, 0.30221, 4.06323)  0.21
C (-1.02714, -2.02449, 3.06524)  -0.65
H (-0.17955, -1.85323, 3.74341)  0.21
H (-1.90356, -2.24191, 3.69153)  0.25
H (-0.82557, -2.92427, 2.46541)  0.21
C (0.56697, -0.73406, -2.04259)  -0.32
C (0.60727, 0.62265, -2.44282)  0.00
C (-0.45244, -1.60404, -2.47383)  -0.22
C (-0.18510, 0.97198, -3.56274)  -0.21
H (1.36749, -1.15519, -1.40305)  0.21
C (-1.21335, -1.25062, -3.60366)  -0.14
H (-0.59297, -2.57339, -1.97472)  0.23
C (-1.03522, 0.03447, -4.15276)  -0.21
H (-0.06278, 1.96430, -4.01781)  0.23
H (-1.86480, -1.99095, -4.07375)  0.23
H (-1.57641, 0.28775, -5.06937)  0.24
C (2.38199, -3.96191, 1.55953)  -0.64
C (1.69127, -2.88134, 0.75578)  -0.07
O (1.98025, -1.56565, 1.36133)  -0.77
H (3.43393, -3.70006, 1.61581)  0.23
H (2.26793, -4.96980, 1.13315)  0.24
H (1.99257, -3.96074, 2.57303)  0.21
H (2.04321, -2.83056, -0.27284)  0.19
H (0.60367, -3.03885, 0.71841)  0.18
H (1.71705, -1.69823, 2.30228)  0.50

Forces on atoms 1 to 6 (eV/Å):
C -0.1 0.2 -0.5
C 0.0 0.8 0.4
C 0.6 -0.2 1.1
C 0.3 -1.0 -0.9
C 0.1 -0.2 -0.4
Pb -3.7 -0.8 1.6

Entry 2:
A molecular structure, C19H31Cl8FO3 at a distorted geometry, computed with the ωB97M-V functional and the def2-TZVPD basis.

Calculated values
charge: 0
spin multiplicity: 1
frontier orbital gap: 0.2813 Eh
max |F|: 16.9 eV/A

Last column: natural (NBO) charge in e.
Geometry (Å):
F (-18.31439, 21.19074, 15.33633)  -0.33
C (-19.07926, 22.13597, 15.97139)  0.22
C (-18.61142, 23.45983, 16.04062)  -0.26
C (-19.36809, 24.49880, 16.54297)  -0.24
C (-20.68168, 24.22492, 16.96990)  -0.15
C (-21.08411, 22.86322, 17.10769)  -0.26
C (-20.29700, 21.83592, 16.57337)  -0.21
H (-17.61285, 23.71843, 15.72066)  0.26
H (-19.10096, 25.54449, 16.50322)  0.22
H (-21.32173, 25.03568, 17.28517)  0.21
H (-22.11036, 22.70195, 17.40298)  0.22
H (-20.69183, 20.83074, 16.58444)  0.17
C (-15.38468, 20.52382, 11.50370)  -0.39
Cl (-16.65260, 19.43977, 10.83400)  -0.03
Cl (-14.44623, 21.41742, 10.26485)  -0.01
H (-15.91792, 21.10640, 12.25494)  0.20
H (-14.75655, 19.87249, 12.11142)  0.20
C (-19.12418, 19.28410, 15.99380)  -0.42
Cl (-20.81973, 19.31387, 16.42922)  0.06
Cl (-18.69830, 18.04219, 14.66719)  -0.01
H (-18.88607, 20.32467, 15.77331)  0.25
H (-18.57132, 18.91322, 16.85686)  0.23
C (-17.13249, 20.38278, 14.25458)  -0.50
Cl (-16.45904, 21.94152, 13.65951)  0.17
Cl (-16.89609, 19.04439, 13.00451)  0.09
H (-16.61923, 20.02509, 15.14718)  0.29
H (-18.16521, 20.42427, 14.60077)  0.30
C (-16.78536, 21.43045, 17.02305)  -0.43
Cl (-17.10561, 23.08636, 17.67383)  0.00
Cl (-15.07281, 21.03861, 16.89947)  -0.02
H (-17.35579, 20.75012, 17.65542)  0.28
H (-17.07168, 21.42261, 15.97137)  0.26
C (-17.34627, 17.32309, 17.01067)  -0.80
C (-16.61875, 18.41004, 16.41308)  0.75
O (-16.79228, 19.61212, 16.81545)  -0.76
C (-15.48607, 18.07583, 15.43540)  -0.75
H (-17.90830, 17.61405, 17.89812)  0.23
H (-16.68391, 16.49192, 17.25263)  0.26
H (-18.07410, 17.08942, 16.23365)  0.28
H (-14.57701, 18.00525, 16.03267)  0.27
H (-15.11136, 18.81861, 14.73115)  0.26
H (-15.71779, 17.12851, 14.94858)  0.22
C (-15.27235, 17.46609, 13.39138)  -0.75
C (-15.59586, 16.71353, 12.13014)  0.58
O (-16.51045, 15.96821, 12.03454)  -0.57
C (-14.50839, 16.64198, 11.18294)  -0.72
H (-15.50616, 16.75062, 14.17975)  0.19
H (-16.03792, 18.22236, 13.56476)  0.17
H (-14.25519, 17.84817, 13.47798)  0.21
H (-14.85691, 16.17660, 10.26095)  0.23
H (-13.66813, 16.01847, 11.48840)  0.24
H (-14.22246, 17.67197, 10.96970)  0.22
C (-16.42181, 23.79368, 14.91824)  -0.73
C (-15.15384, 24.60456, 14.74698)  0.61
O (-14.40132, 24.44384, 13.81971)  -0.55
C (-14.71441, 25.48247, 15.88937)  -0.73
H (-16.52695, 23.48904, 15.95951)  0.21
H (-16.36634, 23.00646, 14.16637)  0.13
H (-17.35021, 24.30270, 14.65924)  0.23
H (-14.38300, 24.96514, 16.78973)  0.24
H (-15.45558, 26.24590, 16.12587)  0.22
H (-13.83848, 26.05725, 15.58861)  0.23

Forces on atoms 1 to 6 (eV/Å):
F -5.3 15.4 4.3
C -4.1 5.6 2.3
C -2.2 -1.0 -0.8
C -2.9 -0.4 -0.4
C 1.0 -1.5 0.5
C 0.5 2.0 -1.1

Entry 3:
C4H6N2O in the gas phase, computed with the ωB97M-V functional and the def2-TZVPD basis.

Calculated values
energy above the lowest of the compared OMol25 structures with the same formula, charge and spin: 4.503 eV
charge: 0
spin multiplicity: 1
frontier orbital gap: 0.3270 Eh
max |F|: 0.3 eV/A

Last column: natural (NBO) charge in e.
Geometry (Å):
C (-2.20437, 0.12998, -0.09622)  -0.26
O (-1.09185, -0.57571, 0.44119)  -0.50
C (0.10732, -0.10562, 0.02204)  0.18
C (0.51628, 1.21035, -0.46250)  -0.06
N (1.92734, 1.15805, -0.33428)  -0.53
C (2.26540, 0.05181, 0.27457)  0.27
N (1.22904, -0.77297, 0.53995)  -0.57
H (-2.11936, 1.20141, 0.10416)  0.21
H (-3.08624, -0.29266, 0.38645)  0.20
H (-2.26737, -0.02363, -1.18174)  0.18
H (0.19424, -0.06471, -1.18632)  0.25
H (3.28313, -0.22603, 0.53466)  0.20
H (1.24644, -1.69028, 0.95805)  0.43

Forces on atoms 1 to 6 (eV/Å):
C -0.3 0.1 -0.1
O 0.1 -0.1 0.0
C 0.1 0.1 0.1
C 0.1 -0.2 0.1
N -0.1 -0.2 0.1
C 0.0 0.0 0.0

Entry 4:
C4H8F2 in the gas phase at a distorted geometry, computed with the ωB97M-V functional and the def2-TZVPD basis.

Calculated values
energy above the lowest of the compared OMol25 structures with the same formula, charge and spin: 2.427 eV
charge: 0
spin multiplicity: 1
frontier orbital gap: 0.4565 Eh
max |F|: 5.6 eV/A
SMILES string: CC(C)C(F)F

Last column: natural (NBO) charge in e.
Geometry (Å):
C (-0.39375, -1.48642, 0.49893)  -0.59
C (-0.73130, -0.14006, 0.06596)  -0.31
C (-1.03908, 0.67203, 1.35219)  -0.62
C (0.26846, 0.54463, -0.72889)  0.56
H (-1.18808, -1.88721, 1.15180)  0.22
H (-0.13925, -2.10311, -0.30783)  0.22
H (0.59388, -1.37990, 1.23588)  0.21
H (-1.70727, -0.20833, -0.54036)  0.21
H (-2.05193, 0.59294, 2.00915)  0.23
H (-0.94960, 1.85267, 1.11853)  0.20
H (-0.40893, 0.79132, 2.20184)  0.23
H (0.06993, 1.62742, -0.91925)  0.17
F (1.17891, 0.61895, 0.34476)  -0.37
F (0.72724, -0.26638, -1.79797)  -0.34

Forces on atoms 1 to 6 (eV/Å):
C 2.9 -0.7 3.6
C -5.6 0.4 0.4
C -2.8 4.6 0.8
C 1.5 0.0 1.3
H 0.3 0.0 -0.6
H 0.2 -1.3 -1.0

Entry 5:
C4H5NO2 in the gas phase, computed with the ωB97M-V functional and the def2-TZVPD basis.

Calculated values
energy above the lowest of the compared OMol25 structures with the same formula, charge and spin: 1.557 eV
charge: 0
spin multiplicity: 1
frontier orbital gap: 0.3150 Eh
max |F|: 0.6 eV/A
SMILES string: Nc1cc(O)co1

Last column: natural (NBO) charge in e.
Geometry (Å):
N (0.35840, -1.94876, 1.12381)  -0.81
C (0.45378, -0.83236, 0.28884)  0.48
C (0.55166, 0.50831, 0.50269)  -0.45
C (-0.05802, 1.09396, -0.66415)  0.23
O (-0.42240, 2.39565, -0.81324)  -0.66
C (-0.33263, 0.09027, -1.53129)  -0.04
O (0.03103, -1.10314, -0.95472)  -0.42
H (-0.58348, -2.28800, 0.93157)  0.38
H (0.36182, -1.64567, 2.09070)  0.37
H (0.89217, 1.00071, 1.40649)  0.23
H (-0.49353, 2.77026, 0.07211)  0.48
H (-0.84541, 0.01321, -2.47386)  0.21

Forces on atoms 1 to 6 (eV/Å):
N 0.1 0.1 0.1
C -0.3 0.2 0.1
C -0.2 -0.1 0.1
C 0.0 -0.3 -0.2
O 0.3 0.2 0.0
C -0.1 0.4 -0.1

Entry 6:
A molecular structure, C23H28NO4SV at a distorted geometry, computed with the ωB97M-V functional and the def2-TZVPD basis.

Calculated values
charge: 0
spin multiplicity: 3
frontier orbital gap (spin up / spin down): 0.2851 / 0.3253 Eh
max |F|: 4.0 eV/A

Last column: natural (NBO) charge in e.
Geometry (Å):
C (1.87758, -0.02581, 0.79633)  -0.36
C (2.01686, -0.73870, -0.44012)  -0.28
C (1.85109, 0.19033, -1.50620)  -0.31
H (2.32054, -1.76523, -0.60190)  0.23
C (1.57566, 1.48042, -0.93823)  -0.31
C (1.58337, 1.34338, 0.48353)  -0.25
H (1.45024, 2.41200, -1.51736)  0.24
C (-1.29334, -1.61040, 1.22237)  -0.34
C (-0.08572, -2.18893, 0.69718)  -0.32
C (-0.26779, -2.42131, -0.70058)  -0.31
H (0.79718, -2.44942, 1.29074)  0.24
C (-1.53139, -1.87680, -1.08626)  -0.11
C (-2.19554, -1.42268, 0.12166)  -0.24
H (1.99539, -0.00098, -2.56956)  0.25
H (1.55480, 2.19480, 1.16916)  0.25
H (2.03111, -0.42111, 1.79183)  0.24
H (-3.23680, -1.10226, 0.18675)  0.27
H (0.45018, -2.92302, -1.37104)  0.25
H (-1.47156, -1.36295, 2.27868)  0.26
V (-0.23228, -0.08650, -0.18637)  1.22
C (-1.83687, -1.45397, -2.50853)  -0.03
C (-3.35277, -1.29614, -2.68016)  -0.62
C (-1.29350, -2.48586, -3.51189)  -0.60
H (-3.87782, -2.20404, -2.35191)  0.22
H (-3.56388, -1.12699, -3.73647)  0.21
H (-3.70764, -0.44143, -2.10215)  0.25
H (-1.63652, -3.50927, -3.30648)  0.22
H (-0.19700, -2.48485, -3.54726)  0.20
H (-1.63196, -2.24242, -4.52434)  0.21
C (-0.99129, -0.15743, -2.69377)  -0.48
C (-1.80449, 1.06030, -2.93084)  0.71
H (-0.23561, -0.27169, -3.46476)  0.25
H (-0.34866, 0.18569, -1.83074)  0.14
O (-2.46397, 1.49124, -1.97795)  -0.51
N (-1.55855, 1.66160, -4.16934)  -0.70
C (-0.38838, 2.52562, -4.15999)  -0.23
H (-2.36476, 2.11637, -4.55834)  0.40
C (0.89330, 1.89794, -4.64025)  -0.05
C (2.07526, 2.59626, -4.38858)  -0.21
H (1.97847, 3.51412, -3.81752)  0.21
C (3.30015, 2.08842, -4.77292)  -0.20
H (4.19061, 2.64661, -4.51428)  0.22
C (3.36337, 0.86146, -5.43451)  -0.24
H (4.33063, 0.49746, -5.75978)  0.22
C (2.18968, 0.15608, -5.70893)  -0.15
H (2.24915, -0.80389, -6.22366)  0.21
C (0.94620, 0.69056, -5.32699)  -0.25
H (0.03512, 0.12152, -5.49616)  0.23
H (-0.21493, 2.81057, -3.09411)  0.20
H (-0.60674, 3.41293, -4.76276)  0.23
C (-0.70150, 1.69987, 2.96008)  -0.87
S (-1.91027, 1.89370, 1.63514)  2.40
O (-2.95689, 0.89980, 1.81912)  -0.95
O (-2.26910, 3.29371, 1.60083)  -0.95
O (-1.05725, 1.61306, 0.37039)  -1.01
H (-1.24342, 1.93777, 3.88074)  0.25
H (0.13815, 2.38539, 2.79495)  0.23
H (-0.31104, 0.67948, 3.01942)  0.22

Forces on atoms 1 to 6 (eV/Å):
C 0.0 1.0 -0.6
C 0.2 1.0 -0.3
C 0.2 0.9 0.8
H -0.2 0.2 0.3
C 0.2 -0.6 -0.3
C 0.9 -0.6 -0.5

Entry 7:
2 unconnected molecules or ions with the total composition C3H2F2 at a distorted geometry, computed with the ωB97M-V functional and the def2-TZVPD basis.

Calculated values
energy above the lowest of the compared OMol25 structures with the same formula, charge and spin: 3.941 eV
charge: 0
spin multiplicity: 1
frontier orbital gap (spin up / spin down): 0.2314 / 0.3563 Eh
max |F|: 1.5 eV/A

Last column: natural (NBO) charge in e.
Geometry (Å):
C (-0.84240, -0.28555, 1.01891)  0.14
C (0.17262, -0.62573, 0.39592)  -0.24
C (1.26494, -0.90766, -0.32501)  0.37
F (-2.96888, -1.14867, 1.60793)  -0.47
F (2.39112, -1.31308, 0.22301)  -0.27
H (-1.54546, 0.28365, 1.56251)  0.28
H (1.33060, -0.72948, -1.39158)  0.20

Forces on atoms 1 to 6 (eV/Å):
C -0.4 -0.3 0.0
C -0.2 -0.4 0.2
C -0.2 0.4 0.0
F 1.4 0.3 -0.5
F -0.2 -0.1 0.0
H -0.4 0.3 0.3

Entry 8:
C6H10O in the gas phase, computed with the ωB97M-V functional and the def2-TZVPD basis.

Calculated values
energy above the lowest of the compared OMol25 structures with the same formula, charge and spin: 0.694 eV
charge: 0
spin multiplicity: 1
frontier orbital gap: 0.3958 Eh
max |F|: 0.5 eV/A
SMILES string: C[C@H]1C[C@H]1CC=O

Last column: natural (NBO) charge in e.
Geometry (Å):
C (1.00495, 0.10669, 1.87173)  -0.61
C (1.23760, -0.41018, 0.46967)  -0.22
C (0.31370, -1.42899, -0.14006)  -0.42
C (0.35997, -0.03327, -0.69577)  -0.23
C (-0.83523, 0.87483, -0.55028)  -0.51
C (-1.85353, 0.67935, -1.64994)  0.45
O (-1.65734, 0.04436, -2.65808)  -0.52
H (1.46968, -0.55824, 2.60821)  0.22
H (-0.06129, 0.16337, 2.11658)  0.20
H (1.43219, 1.10738, 2.00577)  0.21
H (2.29044, -0.52841, 0.21788)  0.21
H (0.72737, -2.23954, -0.73262)  0.22
H (-0.56862, -1.70439, 0.43580)  0.21
H (0.86333, 0.07244, -1.65376)  0.23
H (-0.54288, 1.93698, -0.57242)  0.23
H (-1.34861, 0.73577, 0.41020)  0.22
H (-2.83174, 1.18184, -1.48292)  0.10

Forces on atoms 1 to 6 (eV/Å):
C -0.1 0.0 0.0
C 0.1 0.0 0.0
C -0.1 -0.2 0.0
C 0.0 0.1 -0.1
C 0.0 -0.1 0.1
C 0.1 -0.1 -0.3